Entry 1:
Formula: C36H45BrN8O3PrS2Te
Source: the Open Molecules 2025 dataset
Level of theory: the ωB97M-V functional and the def2-TZVPD basis

The energy above the lowest of the compared OMol25 structures with the same formula, charge and spin comes out at 0.0 kJ/mol. As for the spin multiplicity: 4. The frontier orbital gap (spin up / spin down) is 4.38 / 6.63 eV.

Last column: Mulliken charge in e.
Element x y z (Å)
Pr -0.66 1.08 0.62  0.446
C 3.00 3.25 5.19  -1.812
C 2.39 2.06 4.49  0.838
C 2.63 0.75 4.91  -0.810
C 2.12 -0.30 4.18  -0.635
C 1.33 -0.02 3.06  0.173
Br -2.22 -0.21 2.57  -0.638
N 1.03 1.21 2.68  0.988
C 1.59 2.22 3.37  -1.062
H 2.75 3.26 6.26  0.383
H 2.66 4.19 4.75  0.381
H 4.09 3.22 5.12  0.421
H 3.23 0.57 5.80  0.405
H 2.34 -1.33 4.43  0.533
H 1.41 3.22 2.98  0.441
N -2.48 2.95 1.73  -0.163
C -1.48 3.63 2.56  1.697
C -1.95 4.86 3.35  -1.040
C -3.00 4.61 4.44  -0.353
C -2.43 4.30 5.83  -1.458
N -1.48 3.19 5.89  0.004
C -1.82 1.93 5.66  0.670
N -0.89 0.99 5.58  -0.291
N -3.11 1.59 5.54  -0.381
C -0.32 4.05 1.61  0.160
O 0.30 5.07 1.86  -0.729
O -0.13 3.22 0.62  -0.532
H -2.80 3.57 1.00  0.291
H -3.27 2.62 2.24  0.181
H -1.08 2.87 3.23  -0.961
H -2.35 5.57 2.62  0.477
H -1.07 5.34 3.78  0.385
H -3.69 3.82 4.12  0.235
H -3.61 5.50 4.56  0.450
H -3.24 4.12 6.54  0.336
H -1.89 5.17 6.19  0.499
H -0.50 3.40 5.86  0.263
H 0.08 1.25 5.51  0.127
H -1.15 0.13 5.10  0.201
H -3.80 2.31 5.50  0.237
H -3.31 0.74 5.03  0.234
S 1.86 0.61 -0.67  -0.395
C 2.88 -0.59 0.10  0.884
C 4.18 -0.71 -0.46  -0.253
N 5.23 -0.80 -0.95  -0.750
C 2.47 -1.45 1.17  0.858
S 0.90 -1.33 1.91  -0.314
C 3.32 -2.40 1.78  -0.346
N 3.98 -3.20 2.31  -0.779
C -2.36 1.50 -3.07  -1.228
C -2.01 0.95 -1.71  0.712
O -2.56 1.44 -0.68  -0.650
N -1.13 -0.03 -1.51  0.237
Te 0.30 -0.48 -2.82  0.903
C -0.74 -1.24 -4.60  0.178
C -1.53 -2.40 -4.71  0.624
C -2.11 -3.11 -3.51  -1.578
C -1.83 -2.91 -5.97  -0.843
C -1.39 -2.29 -7.14  0.667
C -1.70 -2.86 -8.50  -1.560
C -0.66 -1.11 -7.02  -0.891
C -0.32 -0.58 -5.78  1.054
C 0.49 0.71 -5.78  -1.658
C 0.97 -2.36 -2.07  1.764
C 0.43 -3.16 -1.05  0.898
C -0.90 -3.01 -0.33  -1.838
C 1.18 -4.27 -0.65  -0.787
C 2.41 -4.60 -1.19  0.296
C 3.21 -5.77 -0.67  -1.674
C 2.91 -3.79 -2.19  -1.045
C 2.22 -2.68 -2.65  0.275
C 2.87 -1.84 -3.74  -2.026
H -3.41 1.77 -3.08  0.408
H -2.16 0.78 -3.86  0.205
H -1.78 2.41 -3.25  0.272
H -2.32 -2.40 -2.72  0.158
H -1.42 -3.86 -3.13  0.234
H -3.04 -3.61 -3.78  0.537
H -2.43 -3.81 -6.05  0.354
H -2.39 -3.70 -8.42  0.360
H -0.79 -3.22 -8.98  0.303
H -2.15 -2.11 -9.15  0.366
H -0.34 -0.59 -7.92  0.400
H 0.49 1.15 -6.77  0.461
H 1.53 0.53 -5.50  0.286
H 0.10 1.45 -5.09  0.260
H -1.35 -2.04 -0.44  -0.115
H -0.77 -3.21 0.73  0.686
H -1.60 -3.75 -0.71  0.518
H 0.77 -4.89 0.15  0.344
H 2.56 -6.51 -0.20  0.399
H 3.92 -5.43 0.08  0.296
H 3.77 -6.26 -1.47  0.401
H 3.89 -4.01 -2.62  0.378
H 3.75 -2.35 -4.13  0.491
H 3.21 -0.88 -3.34  0.378
H 2.19 -1.68 -4.58  0.295

Entry 2:
Formula: C36H45CaN2O8P3S3Sb
Source: the Open Molecules 2025 dataset
Level of theory: the ωB97M-V functional and the def2-TZVPD basis

The energy above the lowest of the compared OMol25 structures with the same formula, charge and spin comes out at 345.1 kJ/mol. As for the spin multiplicity: 2. Its net charge is -2. The frontier orbital gap (spin up / spin down) is 5.76 / 6.13 eV.

Last column: Mulliken charge in e.
Element x y z (Å)
Ca 0.59 0.39 0.09  0.469
N 3.29 -3.52 -0.86  -0.073
C 2.18 -3.11 0.11  0.527
C 1.87 -4.35 0.97  -2.034
P 2.93 -1.74 1.15  0.579
O 2.87 -2.31 2.67  -0.653
O 4.36 -1.70 0.72  -0.924
O 2.08 -0.49 1.17  -0.215
P 0.78 -2.55 -1.10  0.871
O -0.26 -3.50 -0.12  -0.599
O 0.78 -3.39 -2.37  -0.911
O -0.04 -1.25 -0.88  0.029
H 4.10 -2.91 -0.67  0.406
H 2.94 -3.39 -1.82  0.188
H 3.54 -4.49 -0.73  0.401
H 2.77 -4.65 1.52  0.528
H 1.53 -5.16 0.32  0.627
H 1.08 -4.15 1.68  0.142
H 2.09 -1.93 3.11  0.299
H -1.15 -3.40 -0.51  0.194
C 4.34 5.92 0.88  -1.070
C 4.23 4.52 0.33  -0.217
O 3.41 3.73 1.19  -0.446
P 1.93 3.28 0.70  0.919
S 1.10 2.41 2.24  -0.356
S 2.04 2.41 -1.10  -0.531
O 1.34 4.79 0.47  -0.183
C 0.10 4.99 -0.20  0.606
C 0.15 6.34 -0.89  -1.444
H 5.05 6.51 0.28  0.368
H 4.69 5.90 1.92  0.277
H 3.37 6.41 0.86  0.202
H 5.21 4.03 0.30  0.381
H 3.83 4.52 -0.68  0.238
H -0.71 4.95 0.53  0.262
H -0.07 4.20 -0.92  -0.334
H 0.32 7.14 -0.17  0.300
H -0.79 6.52 -1.42  0.404
H 0.97 6.35 -1.62  0.299
S -2.22 2.25 0.46  -0.587
Sb -2.41 0.07 1.36  0.568
C -1.56 0.23 3.34  0.812
C -1.58 1.45 4.01  -0.826
C -0.93 1.59 5.24  -0.448
C -0.25 0.51 5.80  -0.563
C -0.22 -0.71 5.14  -0.805
C -0.87 -0.84 3.91  0.051
C -3.02 -2.21 1.23  0.137
C -2.66 -3.28 2.03  -0.337
C -2.95 -4.59 1.64  -0.560
C -3.61 -4.83 0.45  -0.445
C -3.98 -3.76 -0.36  -0.670
C -3.67 -2.46 0.02  -0.301
C -4.45 0.41 2.12  0.785
C -5.42 -0.58 2.30  -0.360
C -6.71 -0.27 2.73  -0.711
C -7.05 1.04 3.02  -0.342
C -6.10 2.04 2.87  -0.755
C -4.82 1.73 2.41  -0.377
H -2.06 2.30 3.56  0.249
H -0.93 2.55 5.74  0.362
H 0.28 0.63 6.74  0.339
H 0.32 -1.55 5.57  0.402
H -0.82 -1.79 3.38  0.018
H -2.16 -3.12 2.98  0.519
H -2.64 -5.42 2.27  0.339
H -3.81 -5.85 0.13  0.308
H -4.50 -3.94 -1.30  0.335
H -3.95 -1.63 -0.62  0.365
H -5.16 -1.62 2.11  0.286
H -7.44 -1.06 2.83  0.368
H -8.06 1.28 3.35  0.336
H -6.35 3.07 3.09  0.361
H -4.10 2.53 2.24  0.084
C -1.73 1.36 -5.22  -0.223
C -1.68 2.43 -4.34  -0.977
C -1.31 2.20 -3.02  -0.078
N -0.99 0.99 -2.56  0.564
C -1.05 -0.04 -3.40  -0.156
C -1.41 0.10 -4.74  -1.191
H -2.01 1.50 -6.25  0.357
H -1.92 3.44 -4.67  0.406
H -1.29 3.00 -2.29  0.208
H -0.78 -1.01 -2.99  0.489
H -1.44 -0.78 -5.38  0.466
C 2.34 -1.14 -2.02  -0.788
C 3.21 -1.53 -3.15  -0.172
C 2.67 -1.87 -4.40  -0.485
C 3.47 -2.31 -5.44  -0.734
C 4.84 -2.44 -5.29  -0.402
C 5.41 -2.08 -4.07  -0.705
C 4.61 -1.63 -3.02  0.123
H 1.57 -0.47 -2.39  0.201
H 2.92 -0.65 -1.24  0.765
H 1.59 -1.79 -4.52  0.315
H 3.01 -2.57 -6.39  0.355
H 5.46 -2.79 -6.10  0.354
H 6.48 -2.14 -3.93  0.362
H 5.07 -1.30 -2.09  0.485

Entry 3:
Formula: C36H45F24NO16
Source: the Open Molecules 2025 dataset
Level of theory: the ωB97M-V functional and the def2-TZVPD basis

Its SMILES is CCOC(=O)C(F)(F)F.CCOC(=O)C(F)(F)F.CCOC(=O)C(F)(F)F.CCOC(=O)C(F)(F)F.CCOC(=O)C(F)(F)F.CCOC(=O)C(F)(F)F.CCOC(=O)C(F)(F)F.CCOC(=O)C(F)(F)F.c1cc[nH]c1. As for the spin multiplicity: 1. The frontier orbital gap is 8.69 eV.

Last column: Mulliken charge in e.
Element x y z (Å)
N 18.14 12.32 11.28  1.025
C 17.04 12.02 12.03  -0.111
C 15.96 12.32 11.20  -1.061
C 16.42 12.66 9.90  -0.619
C 17.82 12.70 10.00  -1.086
H 19.11 12.14 11.46  -0.078
H 17.27 11.56 13.02  0.224
H 14.95 12.11 11.52  0.404
H 15.81 13.03 9.08  0.679
H 18.58 12.89 9.23  0.531
C 14.21 9.56 8.21  -0.519
C 13.57 10.06 6.88  -0.610
O 12.15 10.54 7.07  -0.238
C 11.18 9.63 6.90  0.246
O 11.27 8.46 6.91  -0.470
C 9.84 10.46 6.81  0.923
F 8.89 9.52 6.61  -0.242
F 9.63 11.17 7.94  -0.249
F 9.72 11.35 5.84  -0.240
H 13.58 8.69 8.61  0.292
H 14.46 10.34 8.99  0.135
H 15.13 9.02 7.89  0.308
H 13.38 9.16 6.24  0.348
H 14.04 10.83 6.20  0.324
C 17.14 15.59 12.59  -0.276
C 17.07 16.86 11.79  0.601
O 15.68 17.40 11.94  -0.243
C 15.46 18.47 12.73  0.332
O 16.20 19.03 13.45  -0.467
C 14.00 18.85 12.71  0.775
F 13.42 18.47 13.85  -0.258
F 13.91 20.23 12.59  -0.287
F 13.33 18.37 11.65  -0.161
H 18.07 15.01 12.40  -0.155
H 16.39 14.79 12.37  0.123
H 17.04 15.89 13.62  0.251
H 17.10 16.74 10.72  -0.570
H 17.77 17.68 12.11  0.377
C 22.73 16.52 18.63  -1.118
C 22.51 17.25 17.25  -0.272
O 21.14 17.01 16.81  -0.280
C 20.78 17.34 15.61  0.202
O 21.46 17.81 14.76  -0.535
C 19.27 17.03 15.36  0.979
F 19.20 15.70 15.12  -0.175
F 18.53 17.36 16.44  -0.278
F 18.80 17.78 14.35  -0.188
H 22.34 17.14 19.38  0.342
H 23.76 16.32 18.72  0.392
H 22.23 15.58 18.51  0.276
H 23.19 16.88 16.39  0.259
H 22.63 18.31 17.30  0.368
C 15.91 19.93 8.23  -0.870
C 14.41 19.56 8.48  -0.418
O 14.43 18.12 8.63  -0.097
C 13.36 17.41 8.35  0.221
O 12.30 17.80 7.91  -0.592
C 13.68 15.93 8.55  1.063
F 13.63 15.68 9.86  -0.241
F 12.79 15.07 8.07  -0.290
F 14.89 15.60 8.10  -0.218
H 16.56 19.41 8.90  -0.017
H 15.94 20.98 8.49  0.509
H 16.19 19.89 7.17  0.371
H 13.77 19.90 7.67  0.365
H 14.15 19.86 9.45  0.240
C 15.74 8.58 14.93  -1.114
C 15.36 8.37 13.50  -0.101
O 16.47 8.23 12.66  -0.320
C 16.26 8.38 11.37  0.309
O 15.25 8.58 10.82  -0.466
C 17.60 8.41 10.65  0.943
F 17.41 8.93 9.43  -0.215
F 18.48 9.12 11.35  -0.221
F 18.14 7.19 10.56  -0.305
H 16.45 7.77 15.18  0.293
H 14.98 8.44 15.67  0.450
H 16.21 9.53 15.19  0.137
H 14.75 9.21 13.07  0.260
H 14.70 7.46 13.45  0.292
C 23.04 17.10 9.57  -1.230
C 22.44 17.18 10.92  -0.167
O 21.95 15.90 11.30  -0.191
C 22.34 15.28 12.37  -0.022
O 23.21 15.56 13.15  -0.584
C 21.53 13.93 12.40  1.203
F 20.27 14.04 12.01  -0.159
F 22.20 13.00 11.69  -0.310
F 21.55 13.46 13.70  -0.239
H 24.02 16.60 9.67  0.398
H 23.41 18.09 9.22  0.374
H 22.29 16.72 8.87  0.213
H 21.49 17.67 10.99  0.231
H 23.12 17.49 11.68  0.459
C 17.92 16.59 7.74  -0.909
C 18.98 17.38 8.47  0.582
O 19.51 18.51 7.64  -0.381
C 19.95 19.48 8.42  0.530
O 20.19 19.43 9.61  -0.530
C 20.20 20.78 7.58  0.788
F 19.22 21.00 6.63  -0.256
F 20.24 21.82 8.33  -0.220
F 21.33 20.66 6.85  -0.257
H 18.26 16.20 6.76  0.489
H 16.95 17.11 7.56  0.073
H 17.74 15.72 8.39  0.055
H 19.86 16.77 8.66  0.016
H 18.53 17.82 9.36  -0.015
C 19.45 12.21 16.58  -1.103
C 19.24 10.77 16.09  0.176
O 20.44 10.44 15.23  -0.388
C 20.35 10.78 13.94  0.115
O 19.46 11.34 13.36  0.068
C 21.60 10.29 13.14  0.803
F 21.76 8.95 13.28  -0.263
F 21.42 10.57 11.83  -0.217
F 22.79 10.90 13.51  -0.250
H 19.13 12.94 15.88  0.116
H 20.47 12.41 16.95  0.318
H 18.86 12.38 17.44  0.543
H 18.38 10.69 15.44  -0.114
H 19.24 10.02 16.90  0.355

Entry 4:
Formula: C36H45FeN5OP2S2
Source: the Open Molecules 2025 dataset
Level of theory: the ωB97M-V functional and the def2-TZVPD basis

The energy above the lowest of the compared OMol25 structures with the same formula, charge and spin comes out at 38.7 kJ/mol. As for the spin multiplicity: 6. Its net charge is +1. The frontier orbital gap (spin up / spin down) is 8.09 / 6.98 eV.

Last column: Mulliken charge in e.
Element x y z (Å)
Fe -0.51 0.84 -0.91  0.988
S -0.47 2.80 0.62  -0.708
P 0.72 1.62 1.73  1.726
C 1.07 0.31 0.68  -1.338
P 0.75 -1.37 0.78  2.498
S -0.55 -1.68 -0.72  -0.629
C 2.30 -2.27 0.56  0.354
C 3.51 -1.60 0.48  0.082
C 4.69 -2.32 0.31  -0.884
C 4.66 -3.70 0.23  -0.573
C 3.44 -4.37 0.32  -0.682
C 2.27 -3.66 0.49  -1.065
C 0.10 -2.06 2.31  0.760
C -1.20 -2.53 2.42  -0.529
C -1.67 -3.01 3.64  -0.662
C -0.84 -3.01 4.75  -0.585
C 0.47 -2.54 4.65  -0.630
C 0.94 -2.08 3.43  -0.515
C -0.10 1.25 3.30  0.498
C -1.36 0.65 3.27  0.656
C -2.04 0.38 4.44  -0.466
C -1.47 0.72 5.67  -0.744
C -0.21 1.31 5.70  -0.873
C 0.47 1.57 4.52  -0.603
C 2.28 2.42 2.17  -0.003
C 2.43 3.79 2.08  -0.607
C 3.64 4.38 2.44  -0.694
C 4.70 3.59 2.88  -0.541
C 4.55 2.21 2.96  -0.842
C 3.34 1.62 2.60  0.099
H 3.53 -0.51 0.53  0.609
H 5.64 -1.80 0.25  0.453
H 5.57 -4.26 0.10  0.404
H 3.41 -5.45 0.26  0.425
H 1.32 -4.18 0.56  0.389
H -1.84 -2.52 1.55  0.405
H -2.68 -3.39 3.72  0.446
H -1.20 -3.39 5.70  0.432
H 1.12 -2.55 5.52  0.457
H 1.97 -1.73 3.35  0.185
H -1.80 0.38 2.31  -0.592
H -3.02 -0.09 4.41  0.451
H -2.00 0.52 6.59  0.412
H 0.23 1.57 6.66  0.447
H 1.45 2.04 4.57  0.385
H 1.61 4.41 1.73  0.421
H 3.76 5.45 2.37  0.421
H 5.64 4.05 3.16  0.390
H 5.37 1.59 3.30  0.456
H 3.23 0.55 2.66  0.356
C 2.34 -0.82 -2.56  -0.607
N 1.66 -0.33 -3.76  0.387
C 2.16 -0.87 -5.02  -0.640
C 1.11 -0.72 -6.10  -0.717
C 0.73 0.74 -6.19  -0.657
N 0.40 1.27 -4.87  0.346
C -0.29 2.56 -4.89  -1.203
C 0.80 0.70 -3.71  0.435
O 0.38 1.19 -2.62  -1.247
H 2.33 -1.91 -2.56  0.404
H 1.86 -0.47 -1.66  -0.283
H 3.38 -0.47 -2.55  0.383
H 2.40 -1.92 -4.86  0.390
H 3.08 -0.36 -5.31  0.324
H 0.23 -1.32 -5.84  0.298
H 1.49 -1.06 -7.05  0.369
H -0.15 0.87 -6.83  0.369
H 1.54 1.32 -6.63  0.328
H -1.27 2.47 -5.36  0.329
H 0.30 3.27 -5.47  0.391
H -0.40 2.94 -3.88  0.315
C -2.71 0.50 -3.37  -1.236
N -3.84 0.29 -2.48  0.203
C -4.74 -0.78 -2.91  -1.140
C -3.70 0.59 -1.16  0.560
N -2.54 0.89 -0.64  0.036
N -4.84 0.54 -0.41  0.118
C -6.07 1.15 -0.92  -1.209
C -4.72 0.55 1.04  -1.151
H -3.08 0.46 -4.40  0.364
H -1.94 -0.27 -3.25  0.266
H -2.27 1.48 -3.21  0.369
H -4.18 -1.71 -3.06  0.348
H -5.23 -0.51 -3.84  0.331
H -5.50 -0.97 -2.16  0.406
H -2.65 1.24 0.31  -0.017
H -5.99 1.35 -1.98  0.388
H -6.26 2.09 -0.41  0.384
H -6.92 0.49 -0.75  0.346
H -4.48 1.54 1.44  0.390
H -3.95 -0.16 1.35  0.318
H -5.67 0.24 1.47  0.371